Molecular formula: C3H9N2
Method: DFT, ωB97M-V/def2-TZVPD

E: -228.854109 a.u.
Frontier orbital gap: 8.4 eV
Total charge: +1
Lowest unoccupied orbital energy: -5.26 eV

```
14
Properties=species:S:1:pos:R:3:nbo_charge:R:1
C -1.937 -0.508 0.372 -0.251
C -1.374 0.802 0.014 -0.238
C 1.745 -0.481 -0.147 0.146
N 2.512 0.510 0.177 -0.605
N -0.894 -0.434 -0.630 -0.663
H -1.624 -0.817 1.376 0.203
H -3.024 -0.467 0.309 0.238
H -1.820 1.484 -0.701 0.221
H -0.600 1.312 0.667 0.168
H 0.765 -0.578 0.319 0.267
H 1.854 -1.176 -1.009 0.239
H 3.338 0.722 -0.353 0.437
H 2.421 0.843 1.103 0.436
H -0.906 -0.611 -1.606 0.403
```

Molecular formula: C6H13NO2
Method: DFT, ωB97M-V/def2-TZVPD

E: -441.606337 a.u.
Structure (SMILES): CC[C@H](C)[C@H](N)C(=O)O
Frontier orbital gap: 10.5 eV
Total charge: 0
Lowest unoccupied orbital energy: 0.70 eV

```
22
Properties=species:S:1:pos:R:3:nbo_charge:R:1
C -2.728 0.383 -0.181 -0.608
C -1.313 0.702 -0.060 -0.429
C -0.357 -0.495 -0.111 -0.239
C 0.193 -0.924 1.356 -0.626
C 0.818 0.007 -0.819 -0.140
N 2.073 -0.903 -0.862 -0.900
C 1.507 1.211 -0.029 0.788
O 1.035 2.290 0.012 -0.579
O 2.484 0.732 0.714 -0.701
H -3.393 1.296 -0.346 0.216
H -3.245 -0.090 0.713 0.207
H -3.010 -0.256 -1.022 0.198
H -1.007 1.495 -0.677 0.237
H -1.217 1.309 0.939 0.219
H -0.780 -1.339 -0.660 0.210
H -0.486 -1.457 2.059 0.225
H 1.083 -1.593 1.212 0.204
H 0.636 0.065 1.673 0.224
H 0.569 0.344 -1.787 0.208
H 2.829 -0.752 -1.564 0.393
H 1.637 -1.816 -1.078 0.370
H 2.671 -0.208 0.516 0.522
```